46
Properties=species:S:1:pos:R:3:forces:R:3 method="wB97M-V/def2-TZVPD" charge=+3 homo_ev="-17.069 / -17.109" orbital_gap_ev="4.75 / 4.82" fmax_ev_per_a=3.159 multiplicity=2 total_energy_ev=-52398.0657
Ir 0.0528 0.1921 0.1314 -0.677 -0.767 -2.988
N 0.3682 -0.6641 2.5028 0.164 0.832 -0.676
N -0.6327 -1.5618 2.8839 -0.164 -0.114 0.321
C -1.3927 -2.1708 1.9780 -0.106 0.180 -0.048
N -2.2494 -3.0956 2.3464 -0.007 -0.072 -0.016
S -1.3143 -1.7623 0.3035 0.523 0.896 -0.531
H 1.2783 -1.1228 2.5479 0.010 -0.007 -0.088
H 0.3842 0.1053 3.1689 -0.043 0.029 -0.029
H -0.6755 -1.8487 3.8555 0.122 0.024 0.020
H -2.3859 -3.3826 3.3075 0.109 -0.036 0.009
H -2.8139 -3.5697 1.6541 -0.054 0.057 -0.005
C -1.4962 2.0601 2.2693 -0.091 0.035 -0.040
C -1.8207 2.5584 0.8990 -0.270 0.317 0.083
C -2.6583 3.6624 0.7331 0.226 -0.201 0.070
C -2.9636 4.1046 -0.5347 -0.024 0.015 -0.229
C -2.4466 3.4227 -1.6486 -0.193 0.192 -0.002
C -2.7495 3.8067 -2.9761 0.059 -0.090 0.119
C -2.2390 3.1012 -4.0546 -0.072 0.075 -0.039
C -1.4295 2.0040 -3.8339 -0.019 -0.055 0.034
C -1.1022 1.6032 -2.5193 -0.099 0.066 -0.279
S -0.1062 0.2631 -2.3006 0.542 -0.084 3.049
C -1.6091 2.3143 -1.4168 -0.119 0.081 -0.334
N -1.2950 1.9124 -0.1682 0.979 -1.464 1.180
H -2.0868 2.5872 3.0145 0.043 0.007 0.018
H -0.4387 2.2227 2.4937 0.002 0.027 -0.010
H -1.7302 0.9961 2.3381 -0.020 0.010 0.022
H -3.0585 4.1567 1.6068 0.010 0.011 -0.004
H -3.6041 4.9656 -0.6857 -0.019 -0.005 0.039
H -3.3971 4.6604 -3.1371 0.028 0.015 -0.010
H -2.4788 3.4011 -5.0654 0.003 -0.002 0.003
H -1.0422 1.4393 -4.6739 0.024 0.001 0.010
N 4.2615 -0.5544 -0.3016 0.046 0.157 0.083
C 2.9887 -0.9257 -0.4078 -0.123 -0.234 -0.223
N 2.1686 0.0328 0.0036 -0.754 0.111 0.316
C 2.9733 1.1128 0.3845 0.192 0.113 0.126
C 2.6349 2.3786 0.8567 -0.085 -0.043 0.008
C 3.6704 3.2300 1.1806 -0.068 -0.023 -0.026
C 5.0093 2.8343 1.0341 0.086 -0.042 -0.006
C 5.3535 1.5910 0.5465 0.118 -0.041 -0.028
C 4.3069 0.7404 0.2083 -0.290 0.024 0.084
H 5.0606 -1.1126 -0.5690 -0.046 -0.077 -0.002
H 2.6749 -1.8839 -0.7912 0.032 -0.020 0.011
H 1.5956 2.6806 0.9348 0.039 0.072 0.059
H 3.4548 4.2231 1.5499 -0.004 0.001 -0.007
H 5.7960 3.5242 1.3061 -0.012 0.014 0.006
H 6.3888 1.2950 0.4442 0.000 0.013 -0.053

40
Properties=species:S:1:pos:R:3:forces:R:3 method="wB97M-V/def2-TZVPD" charge=+1 homo_ev=-11.913 orbital_gap_ev=7.35 fmax_ev_per_a=2.499 e_above_lowest_kcal_mol=17.88 total_energy_ev=-23995.4678
C -1.9772 -0.4192 2.6328 0.316 -0.064 -0.085
C -2.9165 0.1598 1.6496 -0.984 0.989 -1.558
N -2.6665 0.9631 0.6630 0.394 -0.349 1.194
C -3.9561 1.4157 0.0887 0.527 -0.096 0.377
C -4.9551 0.5476 0.8003 -1.079 -0.719 0.214
O -4.2152 -0.1789 1.8235 0.161 0.471 -0.112
H -0.9975 0.0418 2.4878 -0.097 -0.193 0.142
H -2.3432 -0.2285 3.6483 0.090 -0.006 -0.244
H -1.9136 -1.5049 2.4984 0.019 0.196 0.042
H -4.1469 2.4738 0.3137 0.389 -0.162 -0.154
H -4.0028 1.2676 -0.9928 0.175 0.100 0.064
H -5.7368 1.1322 1.2927 0.054 -0.318 -0.032
H -5.3969 -0.1882 0.1196 -0.067 0.055 0.332
C -0.6950 2.0008 -1.3726 -0.574 0.785 -0.217
C 0.3771 1.7169 -0.4326 1.446 -1.642 -0.587
N 1.1697 0.6612 -0.5193 -1.878 1.644 0.123
C 2.2794 0.4399 0.3351 1.123 -0.747 0.491
C 2.8073 1.3080 1.2728 0.287 -0.308 0.038
C 3.9550 0.8749 1.9639 -0.283 -0.218 -0.270
C 4.5218 -0.3872 1.7050 -0.293 0.203 -0.106
C 3.9734 -1.2383 0.7362 -0.363 0.191 -0.111
C 2.8370 -0.8226 0.0373 0.531 1.001 1.002
C 2.0511 -1.4078 -1.0240 -0.832 -0.114 -0.893
C 1.0287 -0.4832 -1.3696 0.674 -1.015 -0.272
C 0.1102 -0.7547 -2.3695 -0.101 -0.149 -0.192
C 0.2167 -1.9859 -3.0436 0.334 0.065 0.415
C 1.2175 -2.9104 -2.7014 -0.153 0.259 -0.013
C 2.1513 -2.6261 -1.6966 -0.193 0.497 0.207
H -0.9896 3.0466 -1.2216 -0.090 -0.298 -0.122
H -0.4446 1.8473 -2.4301 0.155 0.035 0.413
H -1.5548 1.3754 -1.0776 0.212 0.134 -0.110
H 0.5971 2.4108 0.3714 0.012 -0.144 -0.038
H 2.3409 2.2791 1.4381 0.399 -0.193 0.186
H 4.4133 1.5236 2.7074 -0.142 -0.140 -0.167
H 5.4012 -0.7011 2.2733 -0.312 0.122 -0.265
H 4.3983 -2.2126 0.5062 0.083 0.216 0.194
H -0.6625 -0.0379 -2.6266 0.149 -0.504 -0.076
H -0.4884 -2.2215 -3.8412 0.203 0.079 0.272
H 1.2616 -3.8637 -3.2294 0.028 0.300 0.138
H 2.9506 -3.3129 -1.4166 -0.319 0.039 -0.217